w) ORCA calculation (ωB97M-V/def2-TZVPD) on a structure of composition C32H34F3N2O2P2STl.

XYZ file:
```
77
Properties=species:S:1:pos:R:3
Tl -1.14503 0.22695 -1.06424
C 1.50174 2.09835 2.49017
C 2.52376 1.75494 1.44767
P 2.86787 -0.10424 1.25173
C 4.63088 0.05713 0.98172
C 5.41612 0.55673 2.04955
C 6.76349 0.52989 2.01887
C 7.43358 -0.00570 0.93757
C 6.75217 -0.55802 -0.07036
C 5.33086 -0.53173 -0.05790
C 2.22881 -0.42268 -0.42181
C 1.69571 -1.64984 -0.69293
C 1.29382 -2.01061 -1.96301
C 1.38453 -1.08331 -2.98492
C 1.92435 0.17541 -2.73371
C 2.39433 0.52253 -1.48780
C 0.08093 1.71613 2.23768
P -0.29811 -0.07603 2.24828
C -0.08583 -0.43778 3.99920
C -0.85620 0.14456 5.00283
C -0.70205 -0.30347 6.28991
C 0.29367 -1.22383 6.63426
C 1.10746 -1.72029 5.64901
C 0.90295 -1.39935 4.36828
C -2.09501 0.02359 1.93125
C -2.73206 1.19387 1.50283
C -4.06375 1.18514 1.18619
C -4.78628 -0.03909 1.19690
C -4.16749 -1.23513 1.42886
C -2.81096 -1.17986 1.90088
H 1.59259 3.17905 2.52481
H 1.83817 1.68676 3.44566
H 3.51276 2.13689 1.61820
H 2.29806 2.16045 0.51719
H 4.91966 1.03384 2.92019
H 7.26433 0.99320 2.90915
H 8.53223 -0.05128 0.92878
H 7.28230 -1.00463 -0.90984
H 4.75818 -0.93768 -0.88087
H 1.41317 -2.25314 0.15994
H 0.75797 -2.92558 -2.17302
H 0.81125 -1.36065 -3.91294
H 1.94003 0.96652 -3.48280
H 2.94493 1.40486 -1.33344
H -0.23227 2.06523 1.27658
H -0.54268 2.19059 3.03517
H -1.67195 0.73556 4.66821
H -1.33847 0.03860 7.07628
H 0.39249 -1.52916 7.66024
H 1.82476 -2.48394 5.92735
H 1.47416 -1.89785 3.57987
H -2.14553 2.15125 1.66494
H -4.46210 2.16559 0.95525
H -5.80646 -0.04257 0.99016
H -4.78274 -2.16075 1.45532
H -2.30107 -2.02617 2.18373
C -2.82359 1.16360 -6.71175
N -2.19862 1.87036 -5.58597
C -2.54385 1.90394 -4.28402
S -1.47113 2.65835 -3.19971
N -3.77815 1.36652 -4.07627
C -4.43566 1.21877 -2.84185
H -2.14101 1.26936 -7.60369
H -3.72867 1.64744 -6.96145
H -2.89708 0.09057 -6.43931
H -1.27673 2.27690 -5.63087
H -4.25753 0.95553 -4.81733
H -4.01441 1.98685 -2.13428
H -4.30017 0.22452 -2.32239
H -5.52487 1.39036 -2.92474
F -2.15461 -4.33298 -3.95904
C -2.59016 -3.47863 -3.09606
F -2.12273 -3.91987 -1.86989
F -3.97988 -3.66402 -3.03436
C -2.33408 -2.02779 -3.46946
O -2.11270 -1.79606 -4.64132
O -2.37244 -1.24293 -2.47734
```

Results
Highest occupied orbital energy, eV: -8.0
Gap between HOMO and LUMO, eV: 8.434

Mulliken population analysis, charges in e, atoms 1 to 4: 1.3037, -1.3320, -1.5045, 0.6884



x) ORCA calculation (ωB97M-V/def2-TZVPD) on a structure of composition C32H34F3N2O2P2STl.

XYZ file:
```
77
Properties=species:S:1:pos:R:3
Tl 0.38220 0.46781 -1.61490
C 1.21577 -1.64409 2.60820
C 0.63079 -2.37150 1.41088
P -1.29349 -2.39730 1.48105
C -1.60098 -4.17391 1.82576
C -1.70001 -4.52214 3.16836
C -1.76830 -5.84926 3.56263
C -1.80186 -6.79594 2.56838
C -1.84252 -6.48173 1.25173
C -1.70533 -5.15732 0.84528
C -1.56121 -2.23178 -0.32566
C -2.67611 -1.56522 -0.72778
C -3.06438 -1.53661 -2.05400
C -2.28514 -2.18621 -3.00127
C -1.16604 -2.86139 -2.59562
C -0.72412 -2.78667 -1.30051
C 1.73635 -0.25286 2.23255
P 0.32202 0.82192 1.81321
C 0.07874 1.55476 3.50613
C 0.93307 2.41464 4.18910
C 0.57079 2.80110 5.46935
C -0.61447 2.42327 6.08531
C -1.46296 1.58035 5.44453
C -1.10502 1.17447 4.16589
C 1.03850 2.30571 0.94886
C 2.41107 2.64632 0.90685
C 2.78115 3.89261 0.37682
C 1.84102 4.66043 -0.25861
C 0.53997 4.33795 -0.23377
C 0.09722 3.19520 0.48966
H 2.01834 -2.25235 3.03027
H 0.47254 -1.66130 3.41971
H 1.04911 -3.37605 1.40940
H 0.92634 -1.85971 0.48746
H -1.68578 -3.76029 3.94929
H -1.79237 -6.14456 4.59953
H -1.90093 -7.85700 2.85970
H -2.02198 -7.27465 0.48795
H -1.78311 -4.98528 -0.19776
H -3.33817 -1.11873 0.01537
H -3.96984 -1.09438 -2.34197
H -2.65661 -2.30844 -4.04293
H -0.61655 -3.42447 -3.33465
H 0.17718 -3.24718 -0.93493
H 2.44335 -0.39466 1.36687
H 2.31102 0.22800 3.05006
H 1.86031 2.73240 3.73989
H 1.20005 3.46278 6.01264
H -0.89280 2.83667 7.05769
H -2.37666 1.29179 5.85208
H -1.82827 0.57307 3.57894
H 3.16464 1.99140 1.40787
H 3.82513 4.17779 0.40647
H 2.21152 5.64620 -0.51959
H -0.23463 5.01051 -0.56115
H -0.96844 2.93811 0.57181
C 1.72740 0.33562 -6.03397
N 2.46915 0.22037 -4.80291
C 2.73937 1.14999 -3.90366
S 3.54018 0.71880 -2.43805
N 2.37038 2.36907 -4.21680
C 2.31794 3.51427 -3.28849
H 1.52412 -0.63842 -6.48244
H 2.31486 0.80308 -6.87183
H 0.82027 0.82325 -5.94840
H 2.80933 -0.69459 -4.55224
H 1.79313 2.47272 -4.99758
H 2.35699 3.14254 -2.25737
H 1.41814 4.10378 -3.49670
H 3.24154 4.11989 -3.45723
F -3.62715 1.44893 -2.94289
C -2.57846 2.20842 -2.55310
F -2.18618 1.58365 -1.40018
F -3.06778 3.40045 -2.29221
C -1.49856 2.40772 -3.64029
O -1.86689 3.15064 -4.53199
O -0.41786 1.76757 -3.50010
```

Results
Highest occupied orbital energy, eV: -8.2
Gap between HOMO and LUMO, eV: 8.454

Mulliken population analysis, charges in e, atoms 1 to 4: 1.1740, -1.1572, -0.5981, 0.0175



Which of them is the most stable? Correct choice: x).



w) ORCA calculation (ωB97M-V/def2-TZVPD) on a structure of composition C10H20N2O2.

XYZ file:
```
34
Properties=species:S:1:pos:R:3
C 1.87801 1.29218 -0.08703
C -3.07409 1.20087 -0.40267
C -2.30286 0.11885 -1.22519
C -2.09157 1.82220 0.55318
C -1.56505 -0.96779 -0.33037
C -1.32396 0.73962 1.44304
C 3.36218 -0.66184 0.39119
C 1.83607 -0.72782 -1.63398
C 0.58095 -0.81660 1.09268
C 2.01432 -0.13359 -0.17452
N 0.71916 -2.15793 1.17675
N -0.68704 -0.36702 0.70566
O 2.70768 2.04290 0.40361
O 0.81907 1.88886 -0.82179
H -3.60186 1.73311 -1.10706
H -3.89267 0.63364 0.22061
H -3.09784 -0.48879 -1.73965
H -1.59195 0.50334 -1.91930
H -1.34793 2.45198 0.15775
H -2.66073 2.42671 1.32048
H -2.15569 -1.68931 0.15292
H -0.84470 -1.55817 -0.90037
H -0.66863 1.31882 2.14865
H -2.05550 0.33161 2.08936
H 3.83412 0.03330 1.19010
H 4.10203 -0.90363 -0.39985
H 3.30989 -1.56536 0.92029
H 2.62233 -0.26197 -2.20308
H 1.70869 -1.78893 -1.70707
H 0.84087 -0.19136 -2.13209
H 0.72769 -0.34954 2.02093
H 1.67441 -2.45579 1.24524
H 0.20670 -2.72190 0.52161
H 0.01787 1.26936 -0.97003
```

Results
Highest occupied orbital energy, eV: -7.7
Gap between HOMO and LUMO, eV: 8.341

natural (NBO) population analysis, charges in e, atoms 1 to 4: 0.7501, -0.3938, -0.4051, -0.4228



x) ORCA calculation (ωB97M-V/def2-TZVPD) on a cluster of 2 separate species, C10H20N2O2 in total.

XYZ file:
```
34
Properties=species:S:1:pos:R:3
C -1.35901 0.25624 0.00404
C 0.76133 0.25057 0.05197
C -1.72966 1.45286 0.54354
C -1.02693 -2.10701 -0.85262
C -3.22881 -1.25875 0.14283
C 0.33102 -0.51600 2.23363
C 2.73051 -0.27953 1.43208
C 2.61764 1.37826 -1.20019
C 0.41964 0.91076 -2.24279
C -1.94320 -0.93887 -0.63756
N 1.32970 -0.17122 1.17992
N 1.26915 0.85265 -1.01383
O -2.90969 1.77838 0.64698
O -0.71016 2.23179 0.99514
H -0.16860 -1.74464 -1.39766
H -0.74772 -2.56371 0.18129
H -1.63482 -2.73027 -1.56814
H -3.86884 -1.94191 -0.46421
H -3.79580 -0.32505 0.23013
H -2.90142 -1.80503 1.11978
H 0.14672 0.44652 2.78218
H -0.52623 -0.68977 1.57597
H 0.82154 -1.20843 2.92197
H 3.07754 -1.00248 2.19239
H 3.35716 -0.45296 0.56727
H 3.09002 0.69370 1.85801
H 3.37403 0.73925 -1.68311
H 2.54356 2.39261 -1.88303
H 3.19035 1.67084 -0.27021
H -0.45812 0.37729 -1.99645
H 0.31935 1.93496 -2.41388
H 0.79876 0.26411 -3.02816
H -2.22272 -0.64476 -1.77705
H -0.94625 2.74964 1.76979
```

Results
Highest occupied orbital energy, eV: -6.6
Gap between HOMO and LUMO, eV: 6.978

natural (NBO) population analysis, charges in e, atoms 1 to 4: -0.1570, 0.5743, 0.5840, -0.6004



Which of them is the most stable? Correct choice: w).



w) ORCA calculation (ωB97M-V/def2-TZVPD) on a structure of composition C10H20N2O2.

XYZ file:
```
34
Properties=species:S:1:pos:R:3
C -4.18807 -1.32596 -0.46900
H -4.94336 -1.76057 -1.07339
H -3.18709 -1.76462 -0.90985
C -4.07764 0.13807 -0.87146
C -2.96023 0.61134 -0.21102
O -3.20308 1.38658 0.98071
N -1.85415 0.36756 -0.38841
H -1.70771 -0.08193 -1.48309
C -0.59705 0.96168 -0.01147
C -0.14034 0.03464 1.29363
H -0.99839 0.43763 2.08793
C -0.19804 -1.32153 0.90799
H -1.04729 -1.96409 0.57218
C 0.95915 -1.69299 -0.02509
N 2.25163 -1.31621 0.13121
C 2.78346 -0.32423 -0.29538
O 2.36687 0.07667 -1.32762
C 4.19653 0.03670 0.17021
C 4.55953 1.70155 -0.09540
H 4.20042 1.96098 -0.92792
H 3.75090 2.12635 0.55820
H 5.36686 1.94627 0.35807
H 4.95832 -0.32119 -0.47557
H 4.30191 -0.18806 1.29534
H 2.70222 -1.51177 0.83720
H 0.75994 -1.30724 -1.03086
H 0.98062 -3.05409 -0.18558
H 0.19601 -1.77696 1.90550
H 0.69572 0.40210 1.80454
H -0.66892 1.92444 0.49584
H 0.27064 1.03899 -0.70370
H -4.01228 0.31186 -2.03948
H -5.02289 0.70827 -0.51932
H -4.38588 -1.61901 0.49196
```

Results
Highest occupied orbital energy, eV: -8.4
Gap between HOMO and LUMO, eV: 8.963

natural (NBO) population analysis, charges in e, atoms 1 to 4: -0.5709, 0.2130, 0.1772, -0.4658



x) ORCA calculation (ωB97M-V/def2-TZVPD) on an isolated molecule of C10H20N2O2.

XYZ file:
```
34
Properties=species:S:1:pos:R:3
C -1.59324 3.02812 -0.12298
C -0.13116 2.75963 -0.24405
N 0.43264 1.93827 0.83682
C 0.14882 0.60592 0.73431
O -0.14995 -0.04649 1.68022
N 0.38462 0.00183 -0.49768
C 1.71725 0.37964 -0.97382
C 2.76864 -0.42420 -0.26668
C 2.21628 -1.36471 0.77671
C 0.99428 -2.19716 0.46433
C 0.20819 -1.42926 -0.61622
C -1.33686 -1.82450 -0.56404
C -2.31857 -1.05302 0.31535
O -3.57219 -1.66140 -0.02541
H -2.08942 2.05838 -0.33981
H -2.06226 3.63517 -0.94838
H -2.01767 3.40898 0.79910
H 0.48497 3.68065 -0.28878
H -0.20390 2.15387 -1.14998
H 0.44218 2.37673 1.75053
H 1.91273 1.45720 -1.01970
H 1.71174 -0.01137 -1.96900
H 3.47300 0.28524 0.17059
H 3.36734 -1.02742 -0.96507
H 1.89552 -0.75448 1.69553
H 2.99083 -2.06827 1.13425
H 1.24279 -3.21273 0.05874
H 0.42942 -2.22258 1.47987
H 0.50813 -1.70429 -1.68769
H -1.69756 -1.57507 -1.57309
H -1.40775 -2.91716 -0.41892
H -2.34884 0.00096 0.07788
H -2.10409 -1.15365 1.41152
H -4.29589 -1.12282 0.28556
```

Results
SMILES: CCNC(=O)N1CCCC[C@H]1CCO
Highest occupied orbital energy, eV: -8.9
Gap between HOMO and LUMO, eV: 9.751

natural (NBO) population analysis, charges in e, atoms 1 to 4: -0.6280, -0.2431, -0.6581, 0.8192



Which of them is the most stable? Correct choice: x).



w) ORCA calculation (ωB97M-V/def2-TZVPD) on a structure of composition C3H11N4.

XYZ file:
```
18
Properties=species:S:1:pos:R:3
C 0.80973 -0.62813 -0.14667
C 0.06581 1.17138 -0.67418
C -0.65004 -0.86915 0.26706
N 1.37139 -1.42999 -1.09718
N 0.66784 2.29826 -0.23001
N -0.85363 -1.33992 1.57918
N -1.14078 0.58733 0.17380
H 1.47086 -0.41284 0.68511
H -0.21966 1.18252 -1.71845
H -1.19020 -1.43398 -0.49838
H 2.36279 -1.32393 -1.25175
H 0.85452 -1.59366 -1.94953
H 0.44225 3.18928 -0.64548
H 1.04591 2.33488 0.70070
H -0.01690 -1.55074 2.10112
H -1.54634 -2.06396 1.69523
H -1.15110 0.97243 1.12407
H -2.07429 0.71902 -0.22683
```

Results
Highest occupied orbital energy, eV: -12.2
Gap between HOMO and LUMO, eV: 9.393
Total charge: +1

natural (NBO) population analysis, charges in e, atoms 1 to 4: 0.0178, 0.0640, 0.0835, -0.7915



x) ORCA calculation (ωB97M-V/def2-TZVPD) on a structure of composition C3H11N4.

XYZ file:
```
18
Properties=species:S:1:pos:R:3
C 2.03789 -0.05352 0.35531
C -1.35432 1.74969 0.26659
C -0.85312 -1.76736 -0.49544
N 2.11994 0.44255 -0.86303
N 0.91799 -0.43389 0.85402
N -1.47052 0.31426 0.21134
N -0.55371 -0.37563 -0.34729
H 2.96252 -0.11374 0.93003
H -0.38603 2.03766 0.68190
H -1.43974 2.17096 -0.73536
H -2.14414 2.15498 0.89145
H -1.31263 -2.21134 0.39359
H -1.56012 -1.85504 -1.32538
H 0.05269 -2.30927 -0.76084
H 2.99103 0.73712 -1.26990
H 0.86035 -0.84185 1.77334
H -2.13799 -0.12268 0.85060
H 1.26990 0.47710 -1.41093
```

Results
Highest occupied orbital energy, eV: -13.7
Gap between HOMO and LUMO, eV: 10.163
Total charge: +1

natural (NBO) population analysis, charges in e, atoms 1 to 4: 0.3487, -0.4364, -0.4542, -0.7522



y) ORCA calculation (ωB97M-V/def2-TZVPD) on a cluster of 2 separate species, C3H11N4 in total.

XYZ file:
```
18
Properties=species:S:1:pos:R:3
N 0.26102 -0.99236 -2.08893
C 1.22799 -0.15078 -2.65666
N 1.48015 1.02568 -2.15807
H -0.50155 -0.41584 -1.73784
H -0.16868 -1.65027 -2.77918
H 1.80588 -0.60647 -3.42709
H 2.11149 1.54105 -2.85345
C 0.58482 1.41881 1.84447
N -1.87102 -1.34749 1.59193
C -0.99704 -0.37985 1.26502
N -0.53234 0.49725 2.09973
H 0.45549 2.38284 2.33425
H 0.69239 1.52660 0.75841
H 1.42977 0.85755 2.20432
H -2.36362 -1.39481 2.47354
H -2.29553 -1.89307 0.85251
H -0.58094 -0.40931 0.26249
H -0.84399 0.45110 3.08252
```

Results
Highest occupied orbital energy, eV: -12.7
Gap between HOMO and LUMO, eV: 9.253
Total charge: +1

natural (NBO) population analysis, charges in e, atoms 1 to 4: -0.8338, 0.2765, -0.7193, 0.3582



Which of them is the most stable? Correct choice: y).



w) ORCA calculation (ωB97M-V/def2-TZVPD) on the ion C3H11N4 with charge +1.

XYZ file:
```
18
Properties=species:S:1:pos:R:3
H -1.63090 1.95029 0.84525
N -2.08916 1.24742 0.28939
C -1.60060 0.12757 0.07359
N -2.22472 -0.92416 -0.44539
N -0.07099 -0.19598 0.36802
C 0.49213 -1.50350 0.55445
N 0.78990 0.91105 0.34405
C 1.79489 0.91616 -0.75281
H -3.19853 -0.80725 -0.67350
H -1.71614 -1.67197 -0.88078
H 0.92786 -1.91851 -0.36053
H 1.26074 -1.46522 1.33092
H -0.29269 -2.16774 0.90880
H 1.28784 1.02808 1.24755
H 0.15296 1.72719 0.22683
H 2.30611 1.87566 -0.78368
H 2.52177 0.12262 -0.58923
H 1.28950 0.74829 -1.70292
```

Results
SMILES: [H]/N=C(/N)N(C)[NH2+]C
Highest occupied orbital energy, eV: -13.7
Gap between HOMO and LUMO, eV: 10.313
Total charge: +1

natural (NBO) population analysis, charges in e, atoms 1 to 4: 0.3608, -0.7278, 0.6164, -0.7989



x) ORCA calculation (ωB97M-V/def2-TZVPD) on a cluster of 2 separate species, C3H11N4 in total.

XYZ file:
```
18
Properties=species:S:1:pos:R:3
N -2.07471 0.05888 -0.17564
C -1.23626 1.18332 -0.18031
N -0.35337 1.20448 -1.26946
N -1.08487 2.02487 0.76416
H -2.88349 0.18195 0.42351
H -2.42140 -0.14274 -1.09603
H -0.73819 1.19270 -2.20026
H 0.23802 2.01741 -1.13009
H -1.72208 1.77891 1.52385
C 1.73460 -0.34774 1.16981
C 1.23273 -2.00644 -0.53780
N 0.85429 -1.09251 0.25629
H 2.02455 -0.99403 1.99536
H 1.16738 0.48817 1.56917
H 2.60677 -0.02147 0.60974
H 2.28078 -2.25893 -0.65346
H 0.48524 -2.48169 -1.15811
H -0.11000 -0.78514 0.08927
```

Results
Highest occupied orbital energy, eV: -13.4
Gap between HOMO and LUMO, eV: 8.636
Total charge: +1

natural (NBO) population analysis, charges in e, atoms 1 to 4: -0.8641, 0.5351, -0.8718, -0.7077



Which of them is the most stable? Correct choice: x).